No. 1
This record from OMol25 describes 2 unconnected molecules or ions with the total composition C15H15BrFN4O7S2. The level of theory is wB97M-V/def2-TZVPD.

E = -130511.0682 eV
charge = +1

Each line ends with the natural charge from an NBO analysis.
Geometry (Å):
C  0.254  1.101  -0.376  -0.63
C  0.011  1.445  -1.854  -0.43
C  -0.454  0.170  -2.582  0.16
F  -0.977  0.416  -3.817  -0.32
C  -1.443  -0.580  -1.742  0.44
N  -1.318  -1.802  -1.342  0.01
N  -0.195  -2.555  -1.724  -0.36
C  0.177  -3.342  -0.822  0.15
S  1.004  -4.202  0.093  0.40
N  -2.346  -2.203  -0.567  -0.20
C  -3.110  -1.209  -0.538  0.40
C  -4.406  -1.098  0.168  -0.73
S  -4.461  -2.151  1.634  2.05
O  -3.503  -1.610  2.535  -0.93
O  -4.299  -3.494  1.213  -0.90
N  -2.608  -0.150  -1.254  -0.31
C  -3.209  1.144  -1.475  -0.35
C  -4.606  1.031  -2.115  0.49
O  -5.509  1.758  -1.834  -0.44
Br  -4.773  -0.369  -3.466  0.02
H  -0.634  1.184  0.243  0.21
H  0.739  0.136  -0.269  0.23
H  0.957  1.823  0.026  0.25
H  -0.669  2.280  -1.995  0.21
H  0.957  1.743  -2.292  0.24
H  0.440  -0.421  -2.726  0.23
H  -5.254  -1.277  -0.490  0.29
H  -4.517  -0.073  0.522  0.26
H  -5.690  -1.946  2.189  0.02
H  -2.614  1.677  -2.205  0.28
H  -3.311  1.721  -0.563  0.26
C  4.281  -0.141  0.906  -0.41
C  5.566  0.236  0.996  0.35
C  6.040  1.175  2.071  0.47
O  7.218  1.459  2.104  -0.51
C  5.056  1.694  3.011  -0.37
C  3.775  1.318  2.916  0.31
C  3.309  0.362  1.859  0.48
O  2.128  0.049  1.839  -0.58
O  2.836  1.763  3.749  -0.62
O  6.492  -0.190  0.154  -0.61
H  3.930  -0.817  0.139  0.23
H  5.403  2.381  3.770  0.25
H  2.005  1.339  3.472  0.50
H  7.330  0.226  0.438  0.51

Cartesian forces (eV/Å) of the 3 atoms listed first:
C 0.293 0.839 -0.354
C 0.066 -0.597 0.189
C 0.696 0.903 0.567



No. 2
This record from OMol25 describes 2 unconnected molecules or ions with the total composition C9H14O. The level of theory is wB97M-V/def2-TZVPD.

ΔE to the lowest compared entry with this formula, charge and spin = 117.5 kJ/mol
SMILES = Cc1ccc(O)cc1.CC

Each line ends with the natural charge from an NBO analysis.
Geometry (Å):
C  0.492  2.357  1.395  -0.64
C  0.848  1.383  0.338  -0.08
C  1.655  0.297  0.687  -0.16
C  1.947  -0.693  -0.255  -0.28
C  1.289  -0.546  -1.477  0.30
O  1.526  -1.540  -2.418  -0.68
C  0.456  0.506  -1.902  -0.30
C  0.246  1.477  -0.919  -0.17
H  0.808  3.368  0.999  0.22
H  1.095  2.461  2.302  0.22
H  -0.546  2.262  1.640  0.22
H  2.004  0.141  1.706  0.21
H  2.404  -1.645  -0.004  0.23
H  0.800  -1.498  -3.046  0.47
H  0.113  0.639  -2.890  0.22
H  -0.497  2.272  -1.067  0.21
C  -1.726  -2.200  0.851  -0.62
C  -1.973  -0.767  0.405  -0.63
H  -1.541  -2.764  -0.067  0.21
H  -0.776  -2.230  1.372  0.21
H  -2.558  -2.472  1.475  0.21
H  -1.510  0.015  1.044  0.20
H  -2.958  -0.239  0.450  0.21
H  -1.598  -0.584  -0.618  0.21

Cartesian forces (eV/Å) of the 3 atoms listed first:
C 1.281 2.560 -0.394
C 0.365 -0.945 0.659
C 0.207 -0.569 -0.670



No. 3
This record from OMol25 describes 10 unconnected molecules or ions with the total composition H20O10. The level of theory is wB97M-V/def2-TZVPD.

ΔE to the lowest compared entry with this formula, charge and spin = 336.3 kJ/mol
SMILES = O.O.O.O.O.O.O.O.O.O

Each line ends with the natural charge from an NBO analysis.
Geometry (Å):
O  -0.462  0.030  2.832  -1.01
H  -0.335  0.976  3.013  0.46
H  -0.523  -0.379  3.704  0.48
O  -0.156  -0.588  -0.293  -0.98
H  -0.470  0.191  0.186  0.49
H  0.509  -0.285  -0.937  0.49
O  -0.767  -3.310  -0.464  -0.98
H  -0.883  -2.353  -0.559  0.49
H  -0.509  -3.393  0.463  0.48
O  1.358  1.044  -2.183  -0.96
H  1.467  1.996  -2.090  0.48
H  2.241  0.724  -2.411  0.49
O  2.326  -0.364  1.458  -0.95
H  1.367  -0.451  1.361  0.49
H  2.469  0.571  1.639  0.45
O  -1.624  0.674  -3.042  -0.96
H  -1.559  0.411  -3.964  0.48
H  -0.711  0.837  -2.766  0.47
O  -0.053  -2.869  2.373  -0.97
H  -0.144  -1.922  2.166  0.49
H  0.581  -2.906  3.096  0.47
O  -0.848  2.237  3.318  -0.92
H  -0.969  1.873  2.420  0.50
H  -0.506  3.124  3.177  0.48
O  -0.922  2.215  0.515  -0.96
H  -0.160  2.585  0.062  0.48
H  -1.635  2.851  0.368  0.50
O  0.213  -0.837  -4.662  -0.95
H  -0.153  -1.716  -4.818  0.48
H  0.857  -0.967  -3.962  0.47

Cartesian forces (eV/Å) of the 3 atoms listed first:
O 0.345 -2.065 -0.462
H 1.136 -1.438 1.077
H -0.083 0.037 -0.171



No. 4
This record from OMol25 describes C17H26N2O3 in the gas phase. The level of theory is wB97M-V/def2-TZVPD.

ΔE to the lowest compared entry with this formula, charge and spin = 179.1 kJ/mol
SMILES = COc1cc(NC(=O)[C@@H]2CCCCN2)ccc1OCC(C)C

Each line ends with the natural charge from an NBO analysis.
Geometry (Å):
C  2.270  2.911  0.100  -0.25
O  2.758  1.651  0.497  -0.52
C  1.892  0.590  0.524  0.32
C  0.543  0.725  0.229  -0.34
C  -0.325  -0.359  0.295  0.15
N  -1.687  -0.235  0.011  -0.61
C  -2.387  0.841  -0.419  0.69
O  -1.940  1.950  -0.629  -0.62
C  -3.874  0.518  -0.573  -0.14
C  -4.545  0.719  0.793  -0.40
C  -6.023  0.350  0.716  -0.40
C  -6.156  -1.083  0.210  -0.41
C  -5.458  -1.216  -1.139  -0.22
N  -4.053  -0.865  -0.996  -0.64
C  0.167  -1.604  0.665  -0.25
C  1.512  -1.748  0.938  -0.23
C  2.400  -0.678  0.870  0.22
O  3.687  -0.980  1.215  -0.50
C  4.773  -0.266  0.655  -0.06
C  4.849  -0.390  -0.872  -0.25
C  5.985  0.478  -1.404  -0.60
C  5.036  -1.849  -1.279  -0.61
H  1.866  2.886  -0.916  0.18
H  3.131  3.577  0.131  0.20
H  1.502  3.280  0.787  0.18
H  0.134  1.680  -0.048  0.26
H  -2.238  -1.083  0.092  0.42
H  -4.305  1.240  -1.288  0.19
H  -4.420  1.758  1.100  0.22
H  -4.049  0.080  1.527  0.20
H  -6.484  0.450  1.700  0.21
H  -6.535  1.029  0.031  0.20
H  -7.207  -1.358  0.107  0.21
H  -5.689  -1.766  0.921  0.20
H  -5.512  -2.249  -1.494  0.20
H  -5.970  -0.572  -1.875  0.16
H  -3.579  -1.009  -1.884  0.37
H  -0.494  -2.456  0.729  0.21
H  1.915  -2.707  1.221  0.23
H  5.652  -0.732  1.110  0.18
H  4.739  0.788  0.945  0.19
H  3.903  -0.029  -1.288  0.20
H  6.043  0.402  -2.488  0.21
H  5.825  1.521  -1.140  0.21
H  6.936  0.158  -0.985  0.20
H  4.246  -2.463  -0.853  0.22
H  5.009  -1.950  -2.362  0.21
H  5.994  -2.221  -0.921  0.20

Cartesian forces (eV/Å) of the 3 atoms listed first:
C -0.079 0.234 -0.062
O -0.019 -0.512 0.125
C 0.180 -0.210 0.071



No. 5
This record from OMol25 describes a molecular structure, C16H27N7O3Tl. The level of theory is wB97M-V/def2-TZVPD.

E = -38300.1406 eV
charge = -1

Each line ends with the natural charge from an NBO analysis.
Geometry (Å):
Tl  0.257  0.190  -0.835  0.64
N  -2.296  0.211  0.173  -0.87
C  -2.279  -0.142  1.591  -0.30
C  -0.974  0.257  2.335  0.61
O  -1.071  0.382  3.567  -0.75
N  0.087  0.406  1.578  -0.73
C  1.287  0.761  2.315  -0.35
C  2.485  1.205  1.456  0.78
O  3.527  1.490  2.044  -0.72
O  2.344  1.278  0.188  -0.85
H  -3.228  0.071  -0.213  0.35
H  -2.070  1.202  0.105  0.40
H  -3.120  0.315  2.140  0.18
H  -2.385  -1.229  1.693  0.18
H  1.069  1.577  3.021  0.21
H  1.630  -0.088  2.928  0.19
C  2.071  5.410  -0.056  -0.64
C  0.795  4.650  -0.101  0.16
C  -0.521  5.035  0.081  -0.36
C  -1.271  3.859  -0.084  0.13
N  -0.462  2.846  -0.371  -0.30
N  0.776  3.339  -0.387  -0.34
C  -2.744  3.670  0.081  -0.64
H  1.880  6.472  0.085  0.21
H  2.615  5.269  -0.989  0.22
H  2.696  5.042  0.758  0.24
H  -0.895  6.018  0.294  0.21
H  1.555  2.648  -0.340  0.47
H  -3.240  4.633  0.193  0.21
H  -2.938  3.084  0.982  0.23
H  -3.164  3.148  -0.780  0.21
C  -3.170  -4.651  -1.261  -0.41
C  -3.295  -3.195  -0.826  -0.21
N  -1.990  -2.592  -0.908  -0.64
C  -0.888  -3.219  -0.383  0.60
N  0.112  -2.484  -0.081  -0.56
C  1.312  -3.075  0.451  -0.23
C  1.502  -4.511  -0.044  -0.42
C  0.219  -5.289  0.234  -0.20
N  -0.908  -4.603  -0.357  -0.46
C  -2.158  -5.325  -0.344  -0.19
H  -2.799  -4.677  -2.287  0.21
H  -4.131  -5.167  -1.205  0.21
H  -3.716  -3.151  0.193  0.17
H  -3.968  -2.648  -1.493  0.20
H  -1.941  -1.593  -0.726  0.44
H  1.251  -3.050  1.547  0.19
H  2.152  -2.442  0.155  0.21
H  2.346  -4.996  0.452  0.21
H  1.681  -4.498  -1.122  0.20
H  0.082  -5.410  1.321  0.17
H  0.272  -6.293  -0.212  0.19
H  -2.572  -5.393  0.676  0.17
H  -1.957  -6.349  -0.682  0.19

Cartesian forces (eV/Å) of the 3 atoms listed first:
Tl 0.511 -0.230 -0.249
N -0.269 0.109 0.053
C -0.060 0.016 0.548



No. 6
This record from OMol25 describes a molecular structure, C30H33F9O2PdSiTe. The level of theory is wB97M-V/def2-TZVPD.

ΔE to the lowest compared entry with this formula, charge and spin = 97.2 kJ/mol
charge = -2

Each line ends with the Mulliken charge.
Geometry (Å):
Pd  -0.165  0.154  -0.173  0.47
C  2.779  -0.887  -1.587  -1.44
Si  1.889  0.565  -0.811  0.51
C  2.397  2.114  -1.697  -0.75
C  2.634  0.764  0.924  0.64
C  1.903  1.340  1.969  -0.18
C  2.471  1.530  3.222  -0.88
C  3.783  1.150  3.464  -0.58
C  4.526  0.572  2.445  -0.73
C  3.953  0.382  1.194  -0.15
H  3.852  -0.688  -1.535  0.56
H  2.505  -1.006  -2.636  0.33
H  2.565  -1.830  -1.078  0.37
H  3.481  2.075  -1.859  0.29
H  2.152  2.963  -1.064  -0.25
H  1.900  2.252  -2.660  0.39
H  0.895  1.693  1.791  0.17
H  1.884  1.997  4.004  0.44
H  4.229  1.314  4.439  0.36
H  5.553  0.270  2.622  0.37
H  4.553  -0.081  0.418  0.19
Te  -1.855  2.145  -0.460  -0.36
C  -3.494  0.860  -0.918  -0.08
C  -3.848  0.533  -2.228  -0.27
C  -5.008  -0.176  -2.509  -0.42
C  -5.850  -0.576  -1.480  -0.44
C  -5.512  -0.263  -0.170  -0.52
C  -4.345  0.439  0.106  -0.20
H  -3.201  0.842  -3.041  0.30
H  -5.255  -0.415  -3.538  0.36
H  -6.756  -1.131  -1.696  0.34
H  -6.161  -0.566  0.644  0.35
H  -4.087  0.672  1.132  0.35
F  2.751  4.732  1.715  -0.25
C  1.679  5.525  1.741  0.49
F  1.150  5.421  2.979  -0.31
F  2.141  6.799  1.636  -0.32
C  0.628  5.092  0.638  0.83
O  0.513  3.796  0.580  -0.39
C  1.124  5.735  -0.722  0.47
F  0.849  7.058  -0.859  -0.32
F  0.580  5.121  -1.770  -0.21
F  2.464  5.624  -0.857  -0.30
C  -0.731  5.799  1.000  0.33
F  -1.394  5.114  1.931  -0.25
F  -1.533  5.887  -0.077  -0.26
F  -0.600  7.066  1.480  -0.32
C  1.490  -2.367  2.107  -0.99
C  0.146  -3.078  2.262  0.72
C  -0.929  -2.092  2.730  -1.47
C  -0.169  -3.838  0.987  0.20
C  0.115  -5.196  0.954  -0.77
C  -0.019  -5.959  -0.200  -1.08
C  -0.418  -5.307  -1.361  -0.79
C  -0.710  -3.952  -1.385  0.41
C  -1.140  -3.324  -2.696  0.55
C  -0.258  -2.153  -3.126  -1.25
C  -2.609  -2.896  -2.651  -1.40
C  -0.638  -3.178  -0.188  0.56
O  -1.038  -1.942  -0.171  -0.11
H  1.784  -1.832  3.015  0.39
H  1.427  -1.630  1.304  -0.36
H  2.279  -3.077  1.845  0.41
H  0.251  -3.832  3.052  0.46
H  -0.919  -1.174  2.147  0.02
H  -0.758  -1.832  3.781  0.47
H  -1.929  -2.519  2.636  0.40
H  0.451  -5.672  1.873  0.28
H  0.187  -7.023  -0.196  0.33
H  -0.503  -5.868  -2.289  0.29
H  -1.037  -4.106  -3.460  0.49
H  -0.425  -1.286  -2.483  -0.08
H  -0.486  -1.863  -4.156  0.46
H  0.798  -2.422  -3.071  0.35
H  -2.754  -2.168  -1.853  0.02
H  -3.261  -3.752  -2.457  0.39
H  -2.914  -2.438  -3.597  0.43

Cartesian forces (eV/Å) of the 3 atoms listed first:
Pd -1.419 -1.108 -0.054
C -0.236 -0.317 -0.222
Si 0.186 0.989 0.513



No. 7
This record from OMol25 describes a molecular structure, C7H5GdNO4. The level of theory is wB97M-V/def2-TZVPD.

E = -37819.0211 eV
expectation value of S² = 16.004
charge = +3
2S+1 = 8

Each line ends with the Mulliken spin population.
Geometry (Å):
O  -1.141  2.164  -2.939  0.01
C  -0.149  1.836  -2.434  0.04
Gd  1.603  0.864  -1.144  6.77
O  4.194  2.572  -2.828  0.01
C  3.324  1.951  -2.390  -0.01
C  0.649  -0.590  -2.720  0.06
O  0.094  -1.349  -3.386  0.01
C  2.592  -1.287  -1.034  0.04
O  2.905  -2.401  -0.946  0.01
C  -2.049  -1.264  2.521  0.01
C  -1.542  0.184  2.367  0.01
C  -0.587  0.303  1.325  -0.02
N  0.151  0.503  0.455  0.08
H  -2.662  -1.584  1.678  0.00
H  -2.674  -1.291  3.414  0.00
H  -1.255  -1.999  2.655  0.00
H  -2.392  0.849  2.096  0.00
H  -1.061  0.538  3.311  0.01

Cartesian forces (eV/Å) of the 3 atoms listed first:
O 5.068 -1.589 2.475
C -6.675 2.759 -3.429
Gd 0.449 1.295 2.536